Formula: C19H32N4O4
Source: OMol25
Level of theory: the ωB97M-V functional and the def2-TZVPD basis

Geometry (Å):
O 2.15 -4.42 -0.78
O 2.68 2.75 -3.51
O 2.58 3.59 -1.41
O -0.62 -5.65 0.53
N 2.94 1.40 -1.70
N -2.99 -0.45 1.44
N -1.34 -2.70 1.70
N 1.44 -1.51 0.44
C -2.80 0.62 2.41
C 3.81 5.49 -2.32
C 2.90 1.27 -0.26
C 1.22 -4.02 -0.12
C -1.69 0.12 -0.58
C 2.55 -1.23 -0.45
C 2.98 0.19 -2.49
C -4.05 -1.39 1.80
C 0.83 -2.71 0.43
C -3.07 0.03 0.06
C -0.05 -4.58 0.48
C -4.02 1.50 2.70
C -3.76 -2.80 1.29
C 3.41 -0.11 0.15
C -0.35 -3.22 0.97
C 2.73 2.59 -2.31
C -2.55 -3.43 1.99
C 2.06 -0.85 -1.86
C 2.46 4.90 -1.95
H 4.00 -0.19 -2.55
H 1.82 4.86 -2.84
H 2.02 -1.74 -2.49
H 4.44 -0.22 -0.19
H -1.05 0.79 -0.02
H 3.14 -2.15 -0.49
H -4.83 0.91 3.12
H -3.75 2.28 3.40
H -4.10 -1.43 2.89
H 1.88 1.43 0.10
H -3.57 1.01 0.00
H 2.65 0.45 -3.50
H 1.06 -0.44 -1.80
H -3.57 -2.79 0.21
H -1.48 -1.69 1.72
H -1.78 0.51 -1.60
H -4.39 1.98 1.79
H 1.97 5.49 -1.17
H -3.68 -0.68 -0.52
H -5.03 -1.06 1.42
H -2.72 -3.42 3.07
H 3.41 -0.19 1.24
H 4.47 5.50 -1.45
H 3.52 2.05 0.18
H -1.99 1.25 2.04
H 4.27 4.90 -3.11
H -2.47 0.16 3.34
H 3.68 6.51 -2.67
H -1.23 -0.86 -0.63
H -2.42 -4.47 1.67
H -4.63 -3.42 1.47
H 0.89 -0.71 0.73

Computed properties:
- strongest force on any atom (eV Å⁻¹) = 0.7
- Kohn-Sham gap (hartree) = 0.29514
- HOMO energy (eV) = -7.7
- energy relative to the best compared isomer or geometry (same formula, charge and spin) (eV) = 2.5631
- SMILES string = CCOC(=O)N1CCC(Nc2c(NCCCN(CC)CC)c(=O)c2=O)CC1
- E_tot (Ha) = -1263.17005